Here is a molecular structure, C26H28MoN6O9S from OMol25. Energies are from the ωB97M-V functional and the def2-TZVPD basis.

Geometry as XYZ:
```
71
Properties=species:S:1:pos:R:3:mulliken_charge:R:1
Mo 2.27538 0.59141 -0.61889 0.712
O 1.63321 -0.86907 1.15289 -0.359
C 1.68164 -2.24626 0.81311 -1.390
C 1.34373 -2.40721 -0.64230 0.600
C 1.06926 -3.65738 -1.17866 -0.911
C 0.81787 -3.76938 -2.53154 -0.509
C 0.84230 -2.61906 -3.30780 -1.213
C 1.11832 -1.41264 -2.70374 -0.630
N 1.36352 -1.30070 -1.38527 1.450
H 2.38541 -0.72708 1.79871 0.619
H 0.97740 -2.80743 1.43442 0.615
H 2.68183 -2.65174 0.98915 0.384
H 1.06536 -4.52426 -0.53045 0.513
H 0.61142 -4.73394 -2.97570 0.459
H 0.66597 -2.65124 -4.37334 0.498
H 1.17824 -0.49265 -3.26788 0.600
O 0.80960 5.29942 3.72428 -0.482
C 1.10843 3.99253 3.91066 0.481
O 1.65063 3.61946 4.90357 -0.513
C 0.70995 3.08931 2.78783 -0.630
C -0.54248 2.58018 2.54672 -0.238
N -0.43054 1.72385 1.50973 -0.130
N 0.82406 1.66425 1.05244 0.397
C 1.52590 2.48235 1.81711 0.253
C 2.95974 2.71405 1.46057 0.612
O 3.58622 3.58775 2.01659 -0.703
O 3.37158 1.91163 0.53465 -0.761
H 0.54124 5.44038 2.80823 0.383
H -1.47972 2.73654 3.05201 0.515
H -1.16887 1.22708 1.03263 -0.208
O 2.71983 0.95320 -2.16081 -0.645
C -3.04556 -1.40184 1.05641 -0.858
C -2.28335 -2.00207 -0.11773 -0.105
C -2.21860 -1.09548 -1.33762 -0.689
N -1.42317 0.10344 -1.04319 1.473
C -1.31480 1.17795 -1.86162 -0.134
S 0.05067 2.11715 -1.93250 -0.312
N -2.38830 1.46634 -2.68752 0.004
C -3.77094 1.32864 -2.50779 0.365
O -4.49359 1.34260 -3.47435 -0.602
C -4.31675 1.28139 -1.12027 0.100
C -3.71741 1.96855 -0.07028 0.006
C -4.32419 1.97574 1.17717 -0.688
C -5.51131 1.28569 1.38122 -0.476
C -6.11101 0.60493 0.33014 -0.641
C -5.52160 0.61467 -0.92270 -0.492
H -3.09642 -2.10601 1.88664 0.528
H -4.06527 -1.14019 0.77022 0.150
H -2.56914 -0.49502 1.43136 -0.025
H -2.76121 -2.93325 -0.43023 0.517
H -1.26793 -2.27053 0.18555 -0.272
H -3.22891 -0.81040 -1.62324 0.544
H -1.76797 -1.62459 -2.18361 0.309
H -0.51388 -0.11320 -0.63718 -0.745
H -2.13720 1.95803 -3.53345 0.289
H -2.80336 2.52828 -0.23506 0.637
H -3.88424 2.54043 1.98714 0.448
H -5.97795 1.29211 2.35759 0.412
H -7.04366 0.07905 0.48530 0.407
H -5.98816 0.11795 -1.76358 0.445
O 4.40414 -1.48831 -2.30357 -0.588
C 4.75644 -1.26825 -1.16805 -0.045
C 6.09867 -1.67446 -0.57328 -0.517
C 5.95904 -1.36063 0.90965 -0.580
C 4.55251 -0.80824 1.02795 0.306
O 3.97193 -0.64165 2.10137 -0.731
N 3.99079 -0.63297 -0.20060 0.689
H 6.87806 -1.10137 -1.07441 0.257
H 6.27796 -2.72716 -0.78724 0.259
H 6.65126 -0.60105 1.27284 0.308
H 6.05801 -2.22961 1.55957 0.279
```

Output
- E (hartree) = -2479.835716
- orbital gap (eV) = 6.70
- LUMO (eV) = -0.623
- ΔE to the lowest compared entry with this formula, charge and spin (kJ/mol) = 174.2
- HOMO energy (eV) = -7.323